[1]
Formula: C3HN2O2
Source: the Open Molecules 2025 dataset
Level of theory: ωB97M-V with the def2-TZVPD basis set

```
! wB97M-V def2-TZVPD RIJCOSX def2/J DEFGRID3
* xyz -1 1
C 0.377 -1.751 0.918
C -0.202 -0.043 -0.065
C 0.126 1.386 0.374
N 0.858 -2.784 0.985
N -0.571 -0.512 -1.129
O 1.265 1.715 0.240
O -0.928 2.011 0.591
H -0.925 -0.022 -1.914
*
```

The HOMO-LUMO gap is 9.50 eV.

[2]
Formula: C6H5O6Pb
Source: the Open Molecules 2025 dataset
Level of theory: ωB97M-V with the def2-TZVPD basis set

```
! wB97M-V def2-TZVPD RIJCOSX def2/J DEFGRID3
* xyz 3 1
O -2.335 -0.822 2.438
C -1.694 -0.623 1.534
Pb -0.132 -0.169 -0.495
C 1.355 0.197 -2.527
O 1.991 0.328 -3.461
C -1.208 -2.189 -1.722
O -0.688 -2.440 -2.768
C -2.003 1.199 -1.547
O -2.873 1.729 -2.060
C 1.498 -1.949 0.383
O 2.195 -2.739 0.795
H -2.029 -2.364 -0.829
C 1.134 1.477 2.032
O 1.088 1.988 0.580
H 1.534 0.427 2.030
H 0.136 1.360 2.555
H 1.827 2.144 2.557
H 0.204 2.445 0.503
*
```

The HOMO-LUMO gap (alpha / beta) is 6.75 / 6.75 eV.

[3]
Formula: H2I3P2
Source: the Open Molecules 2025 dataset
Level of theory: ωB97M-V with the def2-TZVPD basis set

```
! wB97M-V def2-TZVPD RIJCOSX def2/J DEFGRID3
* xyz 1 1
P 1.484 0.086 0.825
P -0.707 0.027 -0.057
I -0.873 0.016 -2.498
I -1.838 -1.933 0.814
I -1.819 2.001 0.798
H 1.985 -1.091 0.385
H 1.768 0.895 -0.267
*
```

The HOMO-LUMO gap is 7.81 eV.

[4]
Formula: C33H64F9NO10PS
Source: the Open Molecules 2025 dataset
Level of theory: ωB97M-V with the def2-TZVPD basis set

```
! wB97M-V def2-TZVPD RIJCOSX def2/J DEFGRID3
* xyz 1 1
C 1.906 -4.036 2.260
P 2.711 -2.400 2.417
O 4.250 -2.794 2.787
C 2.707 -1.650 0.700
C 1.553 -2.161 -0.176
C 0.143 -2.168 0.435
C -0.840 -1.154 -0.138
F -0.317 -0.378 -1.116
F -1.810 -1.883 -0.786
C -1.701 -0.339 0.874
F -2.729 0.218 0.207
F -2.238 -1.228 1.742
S -0.851 1.008 1.893
F -1.669 2.153 1.197
F 0.300 1.180 0.812
F -0.018 -0.098 2.659
F -1.988 0.892 2.979
F -0.131 2.091 2.782
C 3.977 -2.003 -0.126
O 5.173 -1.475 0.383
C 5.031 -0.267 1.087
C 3.905 0.576 0.553
N 2.590 -0.138 0.758
H 2.490 -4.778 2.797
H 0.972 -3.939 2.800
H 1.699 -4.330 1.239
H 4.488 -2.370 3.616
H 1.817 -3.189 -0.379
H 1.617 -1.652 -1.134
H 0.135 -2.085 1.516
H -0.274 -3.148 0.257
H 4.035 -3.083 -0.128
H 3.796 -1.713 -1.154
H 4.928 -0.440 2.158
H 5.938 0.305 0.928
H 4.033 0.725 -0.510
H 3.912 1.536 1.055
H 1.992 0.142 -0.018
H 2.160 0.163 1.635
C 1.359 -8.536 4.540
C 2.436 -7.485 4.501
O 2.377 -6.547 3.732
C 3.590 -7.649 5.455
H 0.592 -8.300 3.807
H 1.783 -9.514 4.309
H 0.905 -8.568 5.532
H 4.104 -8.590 5.261
H 3.227 -7.644 6.484
H 4.291 -6.828 5.323
C -2.800 3.753 -1.406
C -3.631 4.989 -1.667
O -3.101 6.027 -1.997
C -5.117 4.856 -1.494
H -1.749 3.985 -1.566
H -2.940 3.425 -0.376
H -3.095 2.953 -2.087
H -5.348 4.571 -0.467
H -5.508 4.102 -2.180
H -5.593 5.810 -1.708
C -8.173 2.518 2.020
C -6.896 3.308 1.922
O -6.730 4.161 1.076
C -5.820 2.990 2.934
H -8.856 2.843 1.238
H -7.968 1.455 1.894
H -8.640 2.676 2.987
H -5.519 1.945 2.843
H -6.191 3.169 3.943
H -4.955 3.627 2.757
C 6.331 -3.248 -4.439
C 6.138 -3.164 -2.951
O 5.051 -2.928 -2.458
C 7.349 -3.385 -2.080
H 5.394 -3.066 -4.938
H 7.056 -2.493 -4.754
H 6.694 -4.237 -4.713
H 8.112 -2.640 -2.309
H 7.757 -4.381 -2.256
H 7.070 -3.295 -1.032
C -0.282 8.220 -5.045
C 0.484 7.164 -4.286
O 1.539 6.731 -4.691
C -0.131 6.673 -2.999
H 0.265 8.485 -5.947
H -1.267 7.842 -5.322
H -0.402 9.112 -4.427
H -1.107 6.232 -3.186
H -0.244 7.500 -2.297
H 0.522 5.920 -2.559
C -11.912 2.623 3.875
C -11.063 1.593 4.580
O -10.005 1.222 4.122
C -11.595 1.046 5.882
H -11.420 2.933 2.956
H -12.887 2.199 3.629
H -12.051 3.495 4.515
H -12.557 0.559 5.717
H -11.721 1.854 6.603
H -10.894 0.319 6.283
C 3.602 -4.010 -8.386
C 4.075 -4.959 -7.314
O 4.637 -4.560 -6.317
C 3.818 -6.428 -7.540
H 3.848 -2.989 -8.102
H 4.091 -4.242 -9.333
H 2.522 -4.094 -8.510
H 4.316 -6.758 -8.453
H 2.747 -6.610 -7.629
H 4.206 -6.998 -6.699
C 3.974 5.362 0.791
C 3.675 3.906 0.566
O 4.556 3.082 0.433
C 2.224 3.495 0.513
H 5.051 5.513 0.808
H 3.544 5.960 -0.013
H 3.555 5.687 1.745
H 1.713 4.011 -0.302
H 1.732 3.733 1.457
H 2.168 2.426 0.341
*
```

The HOMO-LUMO gap is 8.54 eV.

[5]
Formula: C3H8N2O2
Source: the Open Molecules 2025 dataset
Level of theory: ωB97M-V with the def2-TZVPD basis set

```
! wB97M-V def2-TZVPD RIJCOSX def2/J DEFGRID3
* xyz 0 1
C 1.006 1.920 0.063
C -1.141 -1.911 0.295
N 0.183 0.772 -0.302
N 0.818 -0.463 -0.096
C -0.546 -0.589 0.717
O -0.242 0.918 -1.655
O -0.949 0.004 1.692
H -0.624 0.064 -1.918
H 1.791 -0.510 0.185
H 1.936 1.897 -0.511
H 0.463 2.825 -0.197
H 1.172 1.873 1.136
H -1.987 -1.780 -0.382
H -0.410 -2.550 -0.195
H -1.470 -2.471 1.167
*
```

The HOMO-LUMO gap is 9.59 eV.

[6]
Formula: C4H4N4
Source: the Open Molecules 2025 dataset
Level of theory: ωB97M-V with the def2-TZVPD basis set

```
! wB97M-V def2-TZVPD RIJCOSX def2/J DEFGRID3
* xyz 0 1
C 0.825 -1.017 1.144
C 0.199 0.497 -0.265
C -0.988 -0.339 -0.809
C -0.972 1.763 -1.327
H 2.304 -1.068 2.203
H 0.055 -1.672 1.048
H -1.027 -1.403 -0.621
H -1.606 2.688 -1.488
N 1.842 -1.811 1.655
N 0.861 0.213 0.760
N -1.657 0.411 -1.552
N 0.164 1.738 -0.749
*
```

The HOMO-LUMO gap is 7.84 eV.

[7]
Formula: C27H36N7O12
Source: the Open Molecules 2025 dataset
Level of theory: ωB97M-V with the def2-TZVPD basis set

```
! wB97M-V def2-TZVPD RIJCOSX def2/J DEFGRID3
* xyz -1 1
N -0.562 0.449 0.209
O -1.709 0.883 0.621
O 0.125 1.236 -0.439
O -0.109 -0.449 0.932
C -0.269 -0.504 -4.786
C -0.434 -0.116 -6.197
C -0.275 1.371 -6.474
C -0.269 2.420 -5.514
C -0.454 1.886 -4.103
C -0.433 0.536 -3.819
N -0.372 3.862 -5.849
O -0.808 4.552 -4.845
O -0.328 4.208 -6.966
H -0.252 -1.599 -4.571
H -0.655 -0.954 -7.015
H -0.158 1.708 -7.656
H -0.449 2.557 -3.357
H -0.328 0.162 -2.727
C 5.038 -2.150 2.719
C 3.687 -1.891 2.007
C 2.800 -0.643 2.645
C 3.364 -0.018 3.918
C 4.721 -0.428 4.463
C 5.582 -1.407 3.827
N 2.500 1.015 4.596
O 2.931 1.393 5.695
O 1.619 1.506 3.988
H 5.478 -3.032 2.318
H 3.431 -2.481 1.121
H 2.060 -0.283 2.256
H 4.916 0.133 5.488
H 6.486 -1.760 4.439
C 0.348 -3.766 1.998
C 1.044 -5.058 1.793
C 0.464 -6.381 2.397
C -0.975 -6.290 3.031
C -1.630 -4.957 3.165
C -0.859 -3.729 2.668
N -1.638 -7.453 3.644
O -2.474 -7.201 4.586
O -1.107 -8.482 3.345
H 0.882 -2.869 1.556
H 1.834 -5.149 1.184
H 0.895 -7.273 2.409
H -2.591 -4.844 3.542
H -1.270 -2.659 2.486
C -4.258 -0.454 -1.203
O -4.453 -1.051 -2.233
N -5.102 -0.512 -0.176
C -4.877 0.224 1.147
C -6.374 -1.329 -0.171
H -3.427 0.332 -1.099
H -4.552 1.220 0.885
H -4.154 -0.095 1.819
H -5.640 0.340 1.876
H -6.472 -2.207 0.528
H -6.847 -1.630 -1.184
H -7.050 -0.720 0.164
C 4.779 -0.657 -2.401
O 5.923 -0.779 -3.005
N 4.061 0.385 -2.121
C 2.684 0.261 -1.804
C 4.713 1.766 -2.346
H 4.200 -1.484 -2.180
H 2.031 -0.507 -2.534
H 2.221 1.283 -1.404
H 2.334 -0.113 -0.840
H 4.919 1.598 -3.247
H 5.699 1.736 -1.800
H 4.237 2.730 -2.274
C -3.198 4.405 0.641
O -4.368 4.763 0.779
N -2.150 5.220 0.887
C -0.792 4.786 0.517
C -2.327 6.513 1.549
H -3.167 3.534 0.320
H -0.738 3.668 0.970
H -0.049 5.564 0.732
H -0.665 4.615 -0.524
H -1.474 6.803 1.821
H -2.903 6.551 2.352
H -2.548 7.182 0.845
*
```

The HOMO-LUMO gap is 6.98 eV.

[8]
Formula: C3H16NO4
Source: the Open Molecules 2025 dataset
Level of theory: ωB97M-V with the def2-TZVPD basis set

```
! wB97M-V def2-TZVPD RIJCOSX def2/J DEFGRID3
* xyz 1 1
C 4.245 1.306 -0.267
C 3.317 1.083 0.944
C 1.096 2.015 0.894
N 1.905 1.086 0.573
H 4.034 0.544 -1.020
H 4.251 2.328 -0.621
H 5.258 1.122 0.117
H 3.523 0.070 1.339
H 3.640 1.761 1.746
H 0.025 1.969 0.708
H 1.584 2.783 1.488
H 1.688 0.335 -0.108
H -5.145 -3.822 0.226
H -5.159 -2.522 1.097
O -4.635 -3.259 0.805
H -3.006 0.665 -3.135
H -2.167 -0.472 -3.733
O -2.203 0.149 -3.002
H -0.512 -1.141 -0.330
H -0.317 -0.285 -1.480
O 0.239 -0.787 -0.860
H -2.095 -1.021 2.268
H -2.603 -0.829 0.909
O -1.859 -0.541 1.469
*
```

The HOMO-LUMO gap is 9.69 eV.

What did we get for relative energy (zero: lowest compared OMol25 entry of this formula, charge and spin)? Answer: 235.46 15.92 0.00 0.00 553.65 372.66 213.06 118.10 kJ/mol, in the order shown.